Computed, not measured: a cluster of 2 separate species, C18H27BNO in total at a distorted geometry, with ωB97M-V/def2-TZVPD.

Output
Net charge: +1
Frontier orbital gap: 7.52 eV
2S+1: 1

Element x y z (Å)
C (-1.42, -2.60, 5.64)
O (-0.86, -3.71, 4.90)
C (0.38, -4.23, 5.35)
C (1.28, -4.39, 4.13)
C (2.63, -4.01, 4.06)
C (3.45, -4.27, 2.93)
C (2.90, -4.89, 1.81)
C (1.52, -5.09, 1.75)
C (0.72, -4.81, 2.87)
H (-2.46, -2.53, 5.31)
H (-1.39, -2.69, 6.74)
H (-0.93, -1.67, 5.37)
H (0.87, -3.49, 6.09)
H (3.08, -3.52, 4.92)
H (4.54, -4.09, 2.98)
H (3.52, -5.13, 0.95)
H (1.05, -5.53, 0.86)
H (-0.36, -4.93, 2.82)
C (-1.39, -8.65, 6.17)
C (-1.93, -7.30, 6.56)
N (-1.35, -6.73, 7.82)
C (-2.19, -5.54, 8.18)
C (-1.88, -4.93, 9.52)
C (-1.49, -7.75, 8.92)
C (-2.74, -8.21, 9.23)
C (-2.93, -9.15, 10.24)
C (-1.82, -9.63, 10.93)
C (-0.54, -9.16, 10.61)
C (-0.38, -8.21, 9.58)
B (0.11, -6.15, 7.44)
H (0.32, -5.12, 6.27)
H (-1.78, -8.92, 5.18)
H (-0.32, -8.59, 6.07)
H (-1.64, -9.44, 6.89)
H (-1.82, -6.55, 5.77)
H (-3.00, -7.39, 6.72)
H (-2.14, -4.82, 7.35)
H (-3.22, -5.88, 8.18)
H (-2.52, -4.06, 9.68)
H (-1.99, -5.64, 10.34)
H (-0.86, -4.57, 9.52)
H (-3.58, -7.82, 8.68)
H (-3.92, -9.49, 10.44)
H (-1.97, -10.37, 11.72)
H (0.32, -9.53, 11.16)
H (0.62, -7.86, 9.35)
H (0.62, -5.69, 8.47)
H (0.84, -7.14, 7.14)